# 1
# C5H11FN2

One molecule with the formula C5H11FN2 in a non-equilibrium geometry (ωB97M-V/def2-TZVPD, the Open Molecules 2025 dataset).

```
19
Properties=species:S:1:pos:R:3:forces:R:3
C -0.689224 -0.315111 -0.997849 2.9723 -0.9567 1.6979
C -1.094211 -0.954185 0.411502 -1.5017 0.6548 -4.0603
C 0.231310 0.934355 -0.743700 -1.7213 2.2269 0.0262
C 0.646793 1.616776 -2.064487 -2.0397 -1.7664 -0.9706
C 0.204808 -1.449242 2.392396 -1.2439 -0.6095 2.3548
N 0.053243 -1.379555 0.995739 1.8628 -1.6332 1.1962
N 1.424476 0.626320 -0.044011 1.7372 -1.8749 -0.6250
F 1.715947 1.476922 0.980963 -0.8435 0.6239 -0.0029
H -0.019964 -1.092697 -1.458783 -0.3960 0.6562 0.3490
H -1.457266 -0.189161 -1.724603 -0.8874 0.7078 -0.1217
H -1.710385 -0.217956 0.853016 -0.7262 0.8019 1.4615
H -1.779388 -1.750500 0.041240 0.3184 -0.2630 0.8147
H -0.229631 1.801167 -0.164132 -0.3172 -1.3100 -0.4165
H 0.985531 2.557554 -1.827215 1.3863 2.1116 0.4056
H -0.303326 1.839332 -2.656928 1.2632 -0.7268 0.4043
H 1.394803 1.012733 -2.601809 -0.4556 0.3578 -0.0267
H 1.239159 -1.627072 2.758312 -0.4879 0.2878 -0.7349
H -0.219968 -0.561894 2.947310 0.3785 -0.4765 -0.5631
H -0.392709 -2.327786 2.903037 0.7015 1.1882 -1.1885
```
Forces are in eV/Å.

- spin multiplicity = 3
- orbital gap (spin up / spin down) (eV) = 9.557 / 8.370
- highest occupied orbital energy (spin up / spin down) (eV) = -8.42 / -9.18
- relative energy (zero: lowest compared OMol25 entry of this formula, charge and spin) (kJ/mol) = 0.0
- expectation value of S² = 2.01
- E_LUMO (spin up / spin down) (hartree) = 0.04175 / -0.02969

How positive or negative is each atom? The Mulliken charges in e answer that: C -0.8131; C -0.4332; C 0.5025; C -1.4754; C -0.7983; N -0.3363; N -0.3702; F -0.1405; H 0.3402; H 0.4731; H 0.3802; H 0.3425; H 0.3348; H 0.4413; H 0.3024; H 0.3565; H 0.2847; H 0.3084; H 0.3004

***

# 2
# C24H39FN2O5S

A 2-piece molecular cluster, C24H39FN2O5S overall in a non-equilibrium geometry (ωB97M-V/def2-TZVPD, the Open Molecules 2025 dataset).

```
72
Properties=species:S:1:pos:R:3:forces:R:3
C 3.683299 -1.070440 0.624779 0.0856 -0.2620 0.4039
C 4.507811 -0.454976 -0.262890 0.0355 -0.3972 0.3884
C 4.185860 0.695791 -1.032362 -0.5143 -1.3045 -1.3203
C 4.869217 0.898822 -2.222248 0.7082 -1.0076 0.3381
N 4.629253 1.928610 -2.975263 1.0719 -0.1215 -1.2534
C 3.710010 2.826867 -2.670467 -0.8714 1.7231 0.0003
S 3.487657 4.163775 -3.803600 0.6964 -0.5588 -2.0363
O 4.506849 4.006257 -4.762171 1.5245 -0.2219 -0.1404
O 2.185019 4.211965 -4.311243 -1.4020 0.4607 0.8902
F 3.835742 5.415770 -2.976822 -0.2514 -0.0632 0.4245
C 2.969036 2.716984 -1.543571 -0.7987 0.3570 1.6882
C 1.881856 3.695945 -1.172219 -0.1594 -0.2007 -1.4984
C 0.555149 3.161628 -1.795011 0.0927 0.0129 1.0006
C -0.703627 3.669134 -1.054219 -0.2722 -1.0481 -0.9148
C -1.582471 2.481738 -0.669952 -0.8507 0.1726 0.6615
C -2.988004 2.920529 -0.189377 -0.0877 -0.0105 -0.1397
C -4.101348 2.537070 -1.183110 0.2552 -0.4474 0.3848
C -4.622526 1.098466 -0.912166 0.3405 0.4401 -0.6937
C 3.229114 1.628936 -0.699369 -0.6224 0.2178 0.4631
C 2.446825 1.483381 0.593174 -0.7584 -0.1010 0.3924
O 1.482788 0.778850 0.717286 0.8981 0.4523 -0.4255
O 2.889823 2.237784 1.615182 0.1412 -0.1165 -0.5099
H 2.729697 -1.513975 0.365917 -0.7390 1.4034 0.2714
H 4.019365 -1.184146 1.652701 0.5923 -1.5878 -0.3229
H 5.481968 -0.911411 -0.419155 0.7404 0.9294 1.0117
H 5.611107 0.176967 -2.524377 0.1583 0.1367 -0.3220
H 5.161619 2.043178 -3.838196 -0.0920 0.2560 -0.0929
H 1.799614 3.819683 -0.096960 -0.0060 -0.0265 0.0515
H 2.100899 4.651330 -1.642631 -0.0496 0.2490 0.4425
H 0.478255 3.410429 -2.847791 0.2903 0.0678 -0.0592
H 0.613412 2.071162 -1.733809 -0.2907 -0.0381 0.0465
H -0.490581 4.269839 -0.172327 0.0893 0.1734 -0.0758
H -1.291812 4.228023 -1.782146 0.0655 0.5268 0.2546
H -1.126230 1.900516 0.127253 0.3387 -0.0921 -0.1018
H -1.744166 1.820996 -1.524387 0.3382 -0.0648 -0.0652
H -3.226901 2.428657 0.754124 0.0904 0.1306 0.1409
H -2.984464 3.994649 0.011945 -0.0269 0.0335 -0.0541
H -4.930903 3.238554 -1.138753 0.0348 0.1260 0.0009
H -3.669284 2.565740 -2.185887 -0.2401 0.2441 -0.1291
H -4.247435 0.422365 -1.680316 0.0047 -0.1691 0.0911
H -4.264328 0.732784 0.046962 -0.2471 -0.0932 0.1067
H -5.707091 1.068286 -0.975101 -0.0507 -0.1196 0.2150
H 3.634560 2.768447 1.302027 0.1391 0.1327 0.3325
C -2.145459 -4.605458 3.114327 0.2668 0.1583 0.2440
C -2.167254 -4.232289 1.619874 -0.3287 -1.3035 1.5418
C -0.913602 -4.779783 0.933144 0.4028 0.3202 -0.2729
C 0.347732 -3.999287 1.291864 -0.0183 0.0299 -0.0479
C 0.152834 -2.514109 0.988657 0.0721 -0.6230 -0.3732
C -1.083864 -1.918308 1.655454 0.6713 1.1142 1.6636
N -2.303602 -2.754320 1.448688 0.9797 -0.4438 -2.2925
O -2.749963 -2.524398 0.254300 -0.7074 0.3307 0.1683
C -0.806685 -1.726034 3.162678 0.1054 -0.2524 0.2184
C -1.292713 -0.499505 1.131276 -0.4827 0.0636 -0.4206
C -3.388670 -4.972923 1.078349 -0.2493 0.3290 -0.5199
H -2.090387 -5.688622 3.225391 -0.0796 -0.0147 -0.1370
H -1.296382 -4.210078 3.665058 -0.0224 0.0605 -0.0315
H -3.055910 -4.269021 3.611554 0.0033 0.0621 -0.0405
H -1.046021 -4.753199 -0.153446 -0.1146 0.1152 0.0189
H -0.781258 -5.830883 1.195280 -0.1686 0.0027 0.0935
H 0.605714 -4.150274 2.343556 -0.0386 0.0255 0.0045
H 1.192805 -4.383979 0.713645 -0.0153 -0.0082 0.0281
H 1.034908 -1.954994 1.305252 -0.1646 0.1685 0.1852
H 0.082050 -2.387695 -0.098387 -0.1534 0.0211 0.0135
H -1.731702 -1.552556 3.712895 -0.0247 -0.0541 -0.0244
H -0.164349 -0.859499 3.324891 -0.0380 0.0549 -0.1677
H -0.281581 -2.562884 3.619442 -0.1104 -0.0499 0.0046
H -1.390280 -0.464359 0.047087 -0.1599 -0.1299 0.0051
H -0.443935 0.133743 1.384990 -0.1276 -0.3318 0.1951
H -2.186382 -0.050738 1.571448 -0.0518 -0.0682 -0.0426
H -4.309132 -4.584174 1.515156 0.0152 0.0464 -0.0166
H -3.321622 -6.031219 1.329469 0.1412 0.0387 0.1345
H -3.469923 -4.908115 -0.005345 -0.0029 0.1440 0.0225
```
Forces are in eV/Å.

- charge = +1
- spin multiplicity = 2
- orbital gap (spin up / spin down) (eV) = 4.880 / 5.658
- highest occupied orbital energy (spin up / spin down) (eV) = -10.27 / -11.05
- expectation value of S² = 0.75
- E_LUMO (spin up / spin down) (hartree) = -0.19820 / -0.19819

How positive or negative is each atom? The Mulliken charges in e answer that: C -0.7865; C -0.6315; C 1.2389; C -1.0490; N 0.1061; C 0.2275; S 1.2205; O -0.6853; O -0.4859; F -0.1675; C 0.5518; C -1.2512; C -0.4866; C -1.0427; C 0.4481; C -1.1162; C -0.6650; C -0.8773; C -0.1428; C -0.2365; O -0.4762; O -0.4744; H 0.4907; H 0.3278; H 0.3550; H 0.4499; H 0.3018; H 0.6685; H 0.6316; H 0.5017; H 0.4095; H 0.5233; H 0.3160; H -0.5437; H 0.5542; H 0.4862; H 0.4656; H 0.4059; H 0.3297; H 0.2542; H 0.1484; H 0.3601; H 0.4447; C -1.6666; C 1.5594; C -1.3045; C -0.9139; C -0.8439; C 2.3133; N 0.5055; O -0.5916; C -2.1322; C -2.2088; C -1.8101; H 0.4513; H 0.2920; H 0.3916; H 0.3698; H 0.4534; H 0.3706; H 0.4280; H -0.0769; H 0.5567; H 0.3821; H 0.4183; H 0.4476; H 0.5129; H 0.2898; H 0.4824; H 0.4492; H 0.4114; H 0.3639

***

# 3
# C5H11N

C5H11N as an isolated structure (ωB97M-V/def2-TZVPD, the Open Molecules 2025 dataset).

```
17
Properties=species:S:1:pos:R:3:forces:R:3
C 1.952639 -0.229846 -0.498970 0.1269 -0.0771 -0.0926
N 0.796133 0.337426 0.138120 -0.2722 0.0652 -0.1410
C 0.605331 0.843668 1.399568 0.2901 0.0833 0.3445
C -0.512355 0.013752 0.009492 -0.0371 -0.0974 -0.2098
C -1.584738 1.033393 -0.256292 -0.0533 0.0977 -0.0163
C -0.880583 -1.416848 -0.345312 -0.0198 -0.0281 0.1443
H 2.139542 -1.266961 -0.185987 0.0061 0.1277 -0.0344
H 1.814051 -0.199429 -1.584136 0.1235 -0.0506 0.1059
H 2.818730 0.379318 -0.223780 -0.0741 -0.1071 -0.0675
H 1.082449 1.801465 1.646875 -0.4507 -0.0632 -0.0674
H 0.333692 0.215937 2.239661 0.1910 -0.2802 -0.1253
H -2.401205 0.936307 0.470062 0.1092 0.0494 -0.1356
H -2.026459 0.884940 -1.253281 0.0473 0.0247 0.0408
H -1.182116 2.044849 -0.177171 -0.0424 -0.1154 -0.0318
H -1.875704 -1.681416 0.022361 0.0891 0.0539 0.0185
H -0.916302 -1.547778 -1.441488 0.0514 0.1695 0.2421
H -0.163107 -2.148782 0.040284 -0.0849 0.1476 0.0256
```
Forces are in eV/Å.

- orbital gap (eV) = 8.390
- highest occupied orbital energy (eV) = -7.48
- relative energy (zero: lowest compared OMol25 entry of this formula, charge and spin) (kJ/mol) = 316.2
- E_LUMO (hartree) = 0.03353

How positive or negative is each atom? The Mulliken charges in e answer that: C -0.8977; N 0.2043; C -0.7478; C 0.6768; C -1.3287; C -1.3904; H 0.3217; H 0.2814; H 0.3046; H 0.3016; H 0.2351; H 0.3141; H 0.3357; H 0.3554; H 0.3692; H 0.3163; H 0.3483